Record 1
DFT (ωB97M-V with the def2-TZVPD basis set) results for a 27-piece molecular cluster, C16H75O29S overall in a non-equilibrium geometry.

Charge   +1
Kohn-Sham gap   0.3586 hartree

Cartesian coordinates (Å):
C  -1.43713  -2.63381  2.33516
C  -1.88599  -1.30191  2.85790
O  -2.96161  -0.83709  2.58002
O  -1.03810  -0.64717  3.66733
C  -0.31131  0.41974  2.97633
C  1.04969  -0.04941  2.49155
C  1.74711  0.99697  1.60877
C  2.18361  0.44909  0.24510
C  1.02077  0.36054  -0.75293
C  0.38632  -1.04550  -0.65582
S  -0.14749  -1.66341  -2.25523
C  0.08561  -3.44439  -2.24706
C  1.17836  -3.97371  -3.18490
O  0.88979  -4.89241  -3.89195
C  2.57199  -3.45745  -3.06241
C  3.04400  -2.25731  -3.62303
C  4.38627  -1.87922  -3.45351
C  5.27102  -2.68659  -2.71775
C  4.79776  -3.88105  -2.15506
C  3.46098  -4.27137  -2.32775
H  -1.12990  -2.49049  1.29882
H  -2.27762  -3.32019  2.32028
H  -0.60941  -3.02963  2.91077
H  -0.18589  1.21010  3.70984
H  -0.95143  0.78399  2.17034
H  1.64470  -0.30045  3.36707
H  0.97191  -0.96780  1.90278
H  2.62834  1.35941  2.13537
H  1.09649  1.86316  1.48534
H  2.62872  -0.53825  0.40222
H  2.98755  1.07810  -0.12300
H  1.38087  0.56640  -1.76489
H  0.29769  1.14325  -0.53627
H  1.08582  -1.74849  -0.21014
H  -0.54692  -1.00590  -0.09478
H  0.79196  -1.19208  -3.08560
H  0.36756  -3.74247  -1.23487
H  -0.87307  -3.88202  -2.49692
H  2.40679  -1.64007  -4.24649
H  4.72752  -0.96032  -3.91535
H  6.29930  -2.37091  -2.61754
H  5.46950  -4.51551  -1.59227
H  3.13009  -5.20422  -1.88836
O  -0.16320  3.11444  -1.70190
H  -0.15571  3.97477  -1.26696
H  -0.97252  3.15964  -2.22224
O  4.79132  1.07307  -1.53034
H  4.62352  0.31121  -2.09420
H  4.64435  1.83524  -2.10084
O  -0.10391  3.49428  2.58712
H  0.32602  4.29492  2.90181
H  -1.00393  3.56624  2.92340
O  -2.30183  -4.25885  -0.54006
H  -2.46141  -3.38570  -0.15496
H  -3.13880  -4.44485  -0.97953
O  0.25250  -2.20275  -5.32510
H  0.43784  -1.92303  -6.22949
H  0.27341  -3.16836  -5.36957
O  -4.32855  -4.43068  3.23171
H  -4.18004  -3.53841  3.56431
H  -5.08156  -4.32873  2.64034
O  3.61563  0.62278  4.22630
H  4.44914  1.10172  4.27502
H  3.43421  0.35616  5.13786
O  1.43396  0.55091  -5.94980
H  0.94666  0.69495  -6.77380
H  0.79131  0.13559  -5.36768
O  -2.05274  4.57604  4.70557
H  -2.92234  4.19098  4.86531
H  -1.76754  4.87503  5.57615
O  -1.68117  5.47014  -2.49846
H  -2.41145  6.03781  -2.23011
H  -1.20479  6.01097  -3.13903
O  4.12756  0.95744  -7.20708
H  4.46021  1.83616  -7.00365
H  3.27986  0.89472  -6.75088
O  -4.09614  -2.20230  0.56323
H  -4.81913  -2.75933  0.88475
H  -3.71406  -1.79545  1.35706
O  -6.43006  -3.68108  -0.30662
H  -7.23114  -3.21021  -0.05044
H  -6.09757  -3.19338  -1.06800
O  0.46690  4.81462  6.18190
H  0.89269  5.08540  5.36329
H  0.34380  3.86415  6.08677
O  -4.67215  1.93755  3.04985
H  -4.23569  1.16187  2.67874
H  -5.59051  1.85383  2.77190
O  -3.77930  3.97518  6.99970
H  -4.64843  3.58673  7.14188
H  -3.50197  4.27691  7.87073
O  -5.94451  0.38866  0.98478
H  -5.24369  1.00142  0.73779
H  -5.71060  -0.42481  0.52103
O  -2.25656  7.53414  -4.56719
H  -2.49949  6.85092  -5.19935
H  -2.43406  8.36984  -5.00977
O  -3.15353  3.87392  1.48101
H  -3.98251  3.44478  1.73328
H  -2.83645  4.21128  2.32822
O  8.65553  -1.69798  -2.62499
H  9.12215  -2.09185  -3.36851
H  9.30681  -1.73820  -1.91755
O  0.88859  -5.10650  2.18913
H  0.00748  -5.42652  2.41062
H  1.25116  -4.78275  3.02017
O  -0.77912  1.83622  -7.73421
H  -0.79468  2.71956  -7.35250
H  -1.61440  1.75713  -8.20545
O  -4.80258  6.51311  1.37415
H  -4.31901  5.78311  0.96723
H  -5.73226  6.30329  1.24584
O  -7.42383  -4.75936  3.92482
H  -7.14278  -5.31591  3.19261
H  -6.83844  -5.00348  4.64934
O  1.75548  1.00681  6.31953
H  1.46490  1.23506  5.42904
H  0.96345  0.69048  6.76716
O  11.52949  -2.18356  -2.93644
H  12.24089  -1.55306  -3.08781
H  11.84712  -3.00429  -3.32704

Record 2
DFT (ωB97M-V with the def2-TZVPD basis set) results for C16H8B3Br4O26V as an isolated structure in a non-equilibrium geometry.

Charge   -2
Kohn-Sham gap   0.2002 hartree
Energy relative to the best compared isomer or geometry (same formula, charge and spin)   5.201 eV

Cartesian coordinates (Å):
O  -11.45962  -28.73903  1.99430
V  -12.05833  -27.36586  1.51164
O  -11.36805  -26.13159  2.27407
O  -21.88076  -29.58038  -1.61490
C  -22.18888  -30.56908  -1.01845
O  -22.88207  -30.66414  0.08309
B  -22.95690  -32.09516  0.52438
O  -22.18397  -32.84958  -0.52626
C  -21.63143  -31.96948  -1.38353
O  -21.00397  -32.21757  -2.40392
O  -24.36702  -32.52569  0.57307
C  -24.63900  -32.98232  1.75482
O  -25.72924  -33.29081  2.23494
C  -23.31279  -32.97904  2.55275
O  -22.42000  -32.34768  1.86460
O  -23.16927  -33.50249  3.70547
O  -17.09911  -29.01425  -4.84683
C  -16.12760  -29.52685  -4.22945
O  -14.87891  -29.12222  -4.06007
B  -14.28655  -29.84465  -2.90127
O  -15.23837  -30.91814  -2.59437
C  -16.27184  -30.78602  -3.40072
O  -17.36447  -31.30774  -3.17222
O  -14.07192  -28.98053  -1.70657
C  -12.82399  -29.03810  -1.34336
O  -12.30166  -28.32533  -0.47055
C  -12.05163  -30.01343  -2.24858
O  -12.93281  -30.39828  -3.19505
O  -10.80043  -30.20086  -2.20928
O  -18.72354  -27.78724  -2.90501
C  -18.24259  -27.96982  -1.75950
O  -17.57429  -27.07770  -0.98326
B  -17.22044  -27.82253  0.24309
O  -17.92802  -29.12738  0.25224
C  -18.47568  -29.18675  -0.90425
O  -19.07615  -30.14481  -1.42875
O  -17.67676  -27.10749  1.45530
C  -16.61128  -26.87144  2.09076
O  -16.54851  -26.38363  3.23190
C  -15.38058  -27.48707  1.41710
O  -15.76468  -27.98100  0.31700
O  -14.23447  -27.34299  1.77604
Br  -17.74130  -29.84135  3.76627
C  -19.23809  -31.18268  3.36070
C  -19.16629  -31.84911  1.95743
Br  -17.36435  -32.65780  1.78146
H  -20.21727  -30.70863  3.42822
H  -19.14146  -31.98204  4.09541
H  -19.37512  -31.09175  1.20185
H  -19.86571  -32.68358  2.00821
Br  -19.11647  -23.32305  4.21844
C  -19.85425  -25.16842  4.35917
C  -19.21478  -25.87725  5.51854
Br  -20.01516  -27.62560  5.84938
H  -19.76387  -25.79379  3.47100
H  -20.92869  -25.03083  4.48067
H  -19.20628  -25.33739  6.46542
H  -18.15231  -26.09878  5.41761

Record 3
DFT (ωB97M-V with the def2-TZVPD basis set) results for C16H8Cl6IOSiTi as an isolated structure in a non-equilibrium geometry.

Charge   0
Kohn-Sham gap (spin up / spin down)   0.2525 / 0.2441 hartree
Energy relative to the best compared isomer or geometry (same formula, charge and spin)   0.652 eV
Multiplicity   2

Cartesian coordinates (Å):
Ti  0.89356  1.52297  0.84194
Cl  -3.80369  2.98946  -4.46021
C  -2.46983  2.66219  -3.41383
C  -2.35437  3.35295  -2.22007
C  -1.28132  3.06412  -1.40276
Cl  -1.03053  3.88088  0.09401
C  -0.31437  2.09748  -1.72014
O  0.68300  1.85537  -0.86409
C  -0.45881  1.44423  -2.95130
Cl  0.71560  0.28455  -3.42549
C  -1.52836  1.71942  -3.78515
H  -3.08061  4.09833  -1.93108
H  -1.62575  1.19697  -4.72603
I  3.05845  -0.39055  -0.69571
C  2.08535  -1.86596  0.48044
C  2.73660  -3.04999  0.66905
C  2.06900  -4.11166  1.30848
C  0.76190  -3.97503  1.67455
C  0.07516  -2.75546  1.47346
C  -1.29736  -2.62597  1.79297
C  -1.95667  -1.45374  1.57197
C  -1.25038  -0.32373  1.11103
C  0.09835  -0.37363  0.83184
C  0.75947  -1.63317  0.92426
H  3.74886  -3.18439  0.31384
H  2.59358  -5.04370  1.47302
H  0.22308  -4.80344  2.11863
H  -1.81671  -3.48396  2.20313
H  -3.01398  -1.37013  1.78951
H  -1.79785  0.60914  1.01096
Cl  3.06333  3.87265  3.27231
Si  3.03806  2.80155  1.51872
Cl  2.59787  0.70063  2.48220
Cl  -0.12067  2.29161  2.63953

Record 4
DFT (ωB97M-V with the def2-TZVPD basis set) results for C16H8F5NPtS2 as an isolated structure.

Charge   0
Kohn-Sham gap   0.2537 hartree
Energy relative to the best compared isomer or geometry (same formula, charge and spin)   0.000 eV

Cartesian coordinates (Å):
Pt  -0.15943  0.18368  -0.04069
F  -1.88985  -0.15973  -6.57165
C  -1.31688  -0.44220  -5.40263
C  -1.57331  0.33799  -4.29288
F  -2.39721  1.38374  -4.37637
C  -0.96306  0.01647  -3.09941
F  -1.24960  0.82243  -2.02385
C  -0.09732  -1.05016  -2.93139
S  0.66724  -1.44199  -1.40986
C  0.13755  -1.81465  -4.07246
F  0.95811  -2.86275  -4.00616
C  -0.45657  -1.52188  -5.28479
F  -0.20660  -2.27665  -6.35237
C  -2.20268  2.74325  -0.24396
C  -1.64681  2.57818  1.13391
C  -2.03389  3.48547  2.14651
C  -1.54405  3.35899  3.40730
C  -0.64373  2.31407  3.70326
C  -0.09314  2.11962  4.98990
C  0.77377  1.08539  5.20518
C  1.12290  0.21325  4.15905
C  0.60283  0.37812  2.89694
S  1.03232  -0.69998  1.59787
C  -0.29467  1.44180  2.65600
N  -0.80441  1.58864  1.38145
H  -2.87559  3.59547  -0.28806
H  -2.75290  1.85023  -0.54119
H  -1.39753  2.89862  -0.96239
H  -2.72487  4.27675  1.89269
H  -1.83224  4.04732  4.19286
H  -0.37030  2.79816  5.78628
H  1.20028  0.92887  6.18731
H  1.81112  -0.60199  4.34477

Record 5
DFT (ωB97M-V with the def2-TZVPD basis set) results for C16H8I2MgN2O5 as an isolated structure.

Charge   0
Kohn-Sham gap   0.2322 hartree

Cartesian coordinates (Å):
Mg  0.43959  -0.55709  0.03702
O  4.76478  -0.42979  0.23793
C  3.44687  -0.40883  0.35789
O  2.67854  -0.43917  -0.58300
C  2.93946  -0.33595  1.76851
C  3.67511  -0.21854  2.92039
C  2.95683  -0.14069  4.11836
C  1.57524  -0.16977  4.11328
C  0.91358  -0.28577  2.89480
N  1.60808  -0.37822  1.77066
C  -0.61413  -0.27578  2.69643
O  -1.28743  -0.23395  3.70734
O  -0.94421  -0.38313  1.46683
H  4.95623  -0.47646  -0.71425
H  4.75477  -0.18813  2.89542
H  3.49286  -0.04819  5.05414
H  0.98639  -0.09777  5.01710
I  -2.29940  -4.17797  -2.13300
C  -2.36541  -2.11347  -2.23670
C  -3.47330  -1.50736  -2.86170
C  -3.57841  -0.15403  -2.97877
I  -5.24459  0.64201  -3.93277
C  -2.55309  0.67708  -2.45666
C  -2.54595  2.08775  -2.54557
C  -1.51976  2.81517  -2.02209
C  -0.47837  2.13742  -1.37460
N  -0.43561  0.83100  -1.27274
C  -1.45317  0.07476  -1.81800
C  -1.32622  -1.37738  -1.69503
O  -0.27760  -1.89432  -1.12569
H  -4.25441  -2.14076  -3.25977
H  -3.37052  2.58411  -3.04034
H  -1.50393  3.89407  -2.08445
H  0.33721  2.68914  -0.92099

Record 6
DFT (ωB97M-V with the def2-TZVPD basis set) results for a 2-piece molecular cluster, C16H8N5O6S overall in a non-equilibrium geometry.

Charge   -1
Kohn-Sham gap   0.0941 hartree

Cartesian coordinates (Å):
C  2.85509  -3.15266  -0.28112
C  1.73466  -3.95875  -0.20608
C  0.80816  -3.82547  0.86996
C  1.07272  -2.82945  1.87891
C  2.22385  -2.02146  1.76991
C  3.10443  -2.17767  0.70933
C  0.15490  -2.68846  2.96748
C  -0.97350  -3.46243  3.03739
C  -1.33594  -4.33521  1.95120
S  -2.92045  -4.81580  1.83184
C  -0.35717  -4.60278  0.96166
H  3.55864  -3.26522  -1.11100
H  1.53244  -4.71300  -0.97072
H  2.40251  -1.27420  2.54095
H  3.98717  -1.54578  0.64066
H  0.36150  -1.94463  3.73494
H  -1.68543  -3.35370  3.85144
H  -0.57492  -5.33464  0.19122
O  0.20769  3.61758  0.19801
N  -0.49339  2.80841  -0.36315
C  -1.63265  2.10546  -0.01156
C  -1.95502  1.25005  -1.07123
N  -1.09071  1.43342  -2.11180
O  -0.20024  2.38992  -1.66323
C  -3.10295  0.35825  -0.92005
N  -3.62988  -0.47289  -1.99985
O  -4.80549  -0.88441  -1.84660
O  -2.94357  -0.75503  -3.00162
C  -3.89057  0.42139  0.24241
C  -3.54860  1.34157  1.23930
N  -4.14833  1.64520  2.45808
O  -5.14792  1.22619  3.01415
O  -3.30939  2.59218  3.09101
N  -2.24947  2.94315  2.28437
C  -2.42859  2.19469  1.15477
H  -4.80829  -0.14353  0.31624